(1)
26
Properties=species:S:1:pos:R:3:forces:R:3:nbo_charge:R:1 method="wB97M-V/def2-TZVPD" e_lumo_ev=1.784 max_force_ha_per_bohr=0.036 charge=-1 homo_energy_ev=-3.222 homo_lumo_gap_ev=5.01 multiplicity=1 relative_energy_kcal_mol=52.8
Na 0.8544 -2.5708 -1.6370 1.0 0.6 0.4 0.9283
O -0.1103 -0.4992 -0.8197 -0.6 -0.9 0.6 -1.2764
H -0.2541 -0.4569 0.1458 1.0 0.7 -1.0 0.4155
O 3.2902 -1.9841 -0.6364 -1.6 -0.6 -0.8 -1.2946
H 2.5128 -1.4029 -0.7474 0.9 0.3 0.4 0.3576
O 0.5254 -1.8169 1.4812 0.1 -0.6 0.7 -0.9161
H -0.3107 -1.8954 1.9405 -0.2 0.0 0.4 0.4519
H 0.2873 -1.5503 0.5932 0.6 -0.5 -0.3 0.4471
O -0.7832 0.5703 2.5678 0.4 -0.1 0.8 -0.9728
H -1.1172 1.3566 2.9996 0.0 0.2 0.0 0.4646
H -1.3697 0.4380 1.8230 -0.5 0.1 -0.2 0.4853
O -2.3419 0.2790 0.4562 -1.5 0.1 0.7 -0.9844
H -3.0625 -0.2393 0.0978 -0.3 0.0 0.0 0.4891
H -1.5699 -0.0180 -0.0255 0.5 -0.5 -1.3 0.4890
O 2.0099 0.7328 2.9753 0.7 0.1 0.3 -0.9471
H 1.7866 1.4697 3.5438 -0.1 0.1 0.0 0.4408
H 1.2203 0.5828 2.4555 -0.4 -0.2 -0.2 0.4990
O -1.6930 0.2087 -2.8247 -1.0 0.1 -1.2 -0.9875
H -1.2313 -0.1641 -2.0736 0.7 -0.2 0.9 0.4966
H -1.0149 0.6697 -3.3185 0.1 0.1 0.0 0.4568
O -0.5523 2.1363 -0.3175 0.2 1.3 0.1 -0.9776
H -1.3794 1.6817 -0.1579 -0.2 0.3 -0.2 0.4685
H 0.0172 1.4703 -0.7027 0.2 -0.4 0.0 0.4864
O 1.7616 0.1387 -2.6662 0.4 -0.1 -1.0 -0.9585
H 1.3679 0.8105 -3.2229 0.0 0.2 -0.2 0.4445
H 1.1566 0.0528 -1.9294 -0.4 -0.1 1.0 0.4940

(2)
14
Properties=species:S:1:pos:R:3:forces:R:3:nbo_charge:R:1 method="wB97M-V/def2-TZVPD" smiles="C=N.NCN" e_lumo_ev=0.950 max_force_ha_per_bohr=0.063 homo_energy_ev=-9.229 homo_lumo_gap_ev=10.18 multiplicity=1 relative_energy_kcal_mol=57.1
C -3.5210 -1.4728 0.9556 -0.5 -1.0 -2.8 -0.0303
N -2.3895 -1.9620 0.6243 -1.0 -1.7 1.7 -0.6158
H -4.4498 -1.9048 0.4234 1.3 1.2 0.5 0.1559
H -3.6074 -0.5505 1.4829 -0.4 0.2 1.5 0.1524
H -1.7648 -1.8851 1.4396 0.6 1.3 -0.9 0.3381
N 1.4925 1.9792 -0.1328 -0.5 0.1 0.0 -0.8351
C 1.0967 0.7118 -0.7173 3.2 -0.6 0.0 -0.0546
N 2.3064 -0.1329 -1.1860 -1.0 0.2 2.8 -0.8157
H 2.3603 2.3030 -0.5276 0.0 0.2 -0.5 0.3479
H 1.7121 1.8727 0.8366 -0.1 -0.1 0.7 0.3490
H 0.5044 0.8234 -1.5540 -1.4 0.6 -1.7 0.1728
H 0.5886 0.0945 -0.0121 -0.5 -0.2 0.6 0.1761
H 2.6233 -0.3892 -0.2209 0.2 -0.5 -1.2 0.3282
H 3.0482 0.5125 -1.4116 0.1 0.4 -0.7 0.3312

(3)
50
Properties=species:S:1:pos:R:3:forces:R:3:nbo_charge:R:1 method="wB97M-V/def2-TZVPD" smiles="COc1ccc(/C=C/C(=O)OCC(=O)NCCC2=CCCCC2)cc1" e_lumo_ev=-0.127 max_force_ha_per_bohr=0.016 homo_energy_ev=-8.471 homo_lumo_gap_ev=8.34 multiplicity=1 relative_energy_kcal_mol=48.0
C 9.3215 1.0391 0.3518 0.1 0.2 0.0 -0.2541
O 8.6433 -0.1805 0.1609 -0.2 -0.3 0.0 -0.4837
C 7.2954 -0.1680 0.0331 -0.3 -0.2 0.0 0.3147
C 6.6873 -1.4134 -0.1571 0.3 0.2 0.0 -0.2610
C 5.3246 -1.5083 -0.2990 -0.1 0.3 0.0 -0.1414
C 4.5072 -0.3699 -0.2561 0.6 0.1 0.1 -0.1436
C 3.0807 -0.5278 -0.4132 -0.8 0.3 0.0 -0.0770
C 2.1508 0.4399 -0.3744 0.5 -0.3 0.0 -0.3326
C 0.7231 0.1891 -0.5445 -0.3 0.1 -0.1 0.7714
O -0.1238 1.0610 -0.4860 0.2 -0.1 -0.1 -0.6342
O 0.4303 -1.0991 -0.7765 0.3 0.0 0.1 -0.4988
C -0.9229 -1.4432 -1.0471 -0.6 -0.1 -0.2 -0.1626
C -1.7612 -1.6720 0.2243 0.5 0.3 -0.4 0.6526
O -2.2193 -2.7615 0.4985 -0.2 -0.4 0.0 -0.6291
N -1.9254 -0.5643 0.9587 0.0 0.5 0.3 -0.6214
C -2.7631 -0.5123 2.1334 -0.2 0.0 0.2 -0.2237
C -3.8484 0.5547 1.9797 0.1 -0.3 -0.1 -0.4232
C -4.7192 0.4033 0.7542 0.0 0.3 0.3 0.0127
C -5.0004 -0.7642 0.1931 0.0 -0.1 -0.1 -0.2037
C -5.8861 -0.9342 -1.0035 -0.2 0.1 0.0 -0.4303
C -6.7241 0.3108 -1.2738 0.2 -0.1 -0.2 -0.3915
C -5.8353 1.5447 -1.1891 -0.2 0.1 0.2 -0.3891
C -5.2944 1.6936 0.2296 0.0 -0.1 -0.3 -0.4347
C 5.1273 0.8670 -0.0649 -0.2 -0.3 -0.1 -0.1519
C 6.4956 0.9730 0.0772 0.4 0.1 0.0 -0.2665
H 10.3763 0.7803 0.4257 -0.1 0.1 0.0 0.2041
H 9.0052 1.5339 1.2753 0.0 0.0 0.0 0.1785
H 9.1740 1.7168 -0.4948 0.0 0.0 0.0 0.1785
H 7.3166 -2.2886 -0.1890 0.1 -0.1 0.0 0.2280
H 4.8711 -2.4776 -0.4457 -0.1 -0.1 0.0 0.2141
H 2.7420 -1.5427 -0.5774 -0.1 -0.1 0.0 0.2204
H 2.3921 1.4789 -0.2097 0.0 0.1 0.0 0.2164
H -1.3932 -0.6526 -1.6438 0.1 -0.1 0.0 0.2079
H -0.8837 -2.3767 -1.6106 -0.1 0.2 0.2 0.2178
H -1.5504 0.3119 0.6110 0.0 -0.2 -0.1 0.4269
H -2.1482 -0.2765 3.0102 -0.1 -0.1 0.0 0.1956
H -3.1921 -1.5061 2.2697 0.1 0.1 0.0 0.2291
H -4.4778 0.5372 2.8748 0.1 0.1 0.1 0.2196
H -3.3640 1.5347 1.9454 0.0 0.1 0.1 0.1981
H -4.5751 -1.6815 0.5711 0.2 -0.1 0.2 0.2152
H -5.2577 -1.1566 -1.8733 -0.1 -0.1 0.0 0.2041
H -6.5335 -1.8015 -0.8510 0.0 0.0 -0.1 0.2124
H -7.5165 0.3872 -0.5262 -0.1 0.0 0.0 0.1946
H -7.1932 0.2423 -2.2573 -0.1 0.0 0.0 0.2051
H -5.0010 1.4342 -1.8852 0.0 0.0 -0.1 0.1951
H -6.3930 2.4405 -1.4700 0.1 0.0 -0.1 0.2049
H -6.0990 2.0184 0.8986 0.0 0.1 0.0 0.2050
H -4.5272 2.4723 0.2498 0.0 0.0 0.1 0.2073
H 4.5321 1.7658 -0.0288 -0.1 0.1 0.0 0.2092
H 6.9325 1.9486 0.2219 0.1 0.1 0.0 0.2147

(4)
9
Properties=species:S:1:pos:R:3:forces:R:3:mulliken_spin:R:1 method="wB97M-V/def2-TZVPD" e_lumo_ev="-0.731 / -0.848" s_squared=0.75 max_force_ha_per_bohr=0.021 homo_energy_ev="-6.737 / -7.907" homo_lumo_gap_ev="6.01 / 7.06" multiplicity=2 relative_energy_kcal_mol=0.0
F 3.6312 -1.5581 -0.1543 0.7 0.0 0.9 0.0002
H 4.1958 -1.5931 0.6002 -0.7 0.0 -0.9 0.0000
O -0.1678 -0.4700 0.0940 -0.3 -0.1 0.0 0.1053
C -0.9866 -1.3262 -0.0445 0.8 0.1 0.0 0.6880
C -2.5138 -1.1322 -0.0442 -0.3 0.3 0.0 0.1450
O -2.8430 0.1528 0.1434 -0.1 0.4 0.1 0.0829
H -2.8625 -1.8456 0.7372 0.1 0.1 -0.1 -0.0182
H -2.8270 -1.5811 -1.0153 0.0 0.1 0.2 -0.0176
Na -1.4197 1.7543 0.4071 -0.2 -0.8 -0.1 0.0144

(5)
75
Properties=species:S:1:pos:R:3:forces:R:3:nbo_charge:R:1 method="wB97M-V/def2-TZVPD" smiles="CCN(CC)CCNC(=O)Cn1cnc2sc(C)c(S(=O)(=O)N3CCN(c4ccccc4OC)CC3)c2c1=O" e_lumo_ev=0.161 max_force_ha_per_bohr=0.020 homo_energy_ev=-7.626 homo_lumo_gap_ev=7.79 multiplicity=1
C -3.5949 -2.5744 -1.7270 -0.2 0.0 0.3 -0.6337
C -4.1807 -2.4345 -0.3166 0.1 -0.1 -0.1 -0.1995
N -4.7135 -1.1394 0.0506 0.0 0.0 0.1 -0.4588
C -5.9765 -0.7485 -0.5433 -0.1 0.1 0.0 -0.2081
C -5.9300 0.0278 -1.8663 0.0 -0.2 0.3 -0.6362
C -3.7173 -0.1012 0.1584 -0.1 0.1 0.3 -0.2452
C -4.1282 0.9790 1.1727 -0.1 -0.1 -0.3 -0.2349
N -2.9662 1.7589 1.5398 -0.1 -0.4 0.2 -0.6103
C -2.6763 2.9274 0.9528 0.6 0.3 0.4 0.6612
O -3.4348 3.5877 0.2752 -0.2 0.2 -0.3 -0.6243
C -1.2160 3.3831 1.1911 -0.5 0.1 0.2 -0.3073
N -0.3869 2.6870 0.2254 0.2 -0.4 -0.1 -0.3989
C -0.0287 3.2809 -0.9311 0.1 0.1 -0.4 0.3179
N 0.6589 2.7214 -1.8652 0.0 0.5 -0.5 -0.4771
C 0.9561 1.4255 -1.6746 -0.2 -0.6 0.7 0.0442
S 1.7865 0.4800 -2.8499 -0.3 -0.4 0.4 0.4632
C 1.5834 -0.9627 -1.8816 0.1 0.3 -0.1 -0.0883
C 2.0949 -2.2395 -2.4387 0.0 -0.2 -0.1 -0.6813
C 0.9521 -0.7022 -0.7033 -0.2 -0.7 0.3 -0.4016
S 0.3346 -2.0021 0.3944 -0.1 -0.4 -0.1 2.3557
O 0.2970 -3.2104 -0.3817 0.2 0.0 0.0 -0.9570
O -0.9002 -1.5488 0.9521 0.3 0.1 0.2 -0.9345
N 1.3949 -2.2970 1.6237 -0.7 0.2 -0.8 -0.6714
C 2.6369 -2.9276 1.2615 0.4 -0.2 -0.2 -0.2539
C 3.7117 -1.8848 0.8848 0.1 -0.3 -0.1 -0.2207
N 3.5065 -0.6440 1.6098 0.0 -0.2 0.1 -0.4327
C 3.4201 0.5982 1.0068 0.2 0.3 -0.1 0.1308
C 2.7302 1.6456 1.6251 0.2 -0.1 0.1 -0.2201
C 2.6869 2.9238 1.0965 0.1 0.1 -0.1 -0.2475
C 3.3181 3.2002 -0.0960 0.0 0.1 0.1 -0.2303
C 4.0128 2.1857 -0.7360 0.1 -0.1 0.0 -0.2874
C 4.0914 0.9104 -0.2037 0.1 0.0 -0.2 0.2592
O 4.8194 -0.0899 -0.8158 -0.2 0.2 0.4 -0.5240
C 5.5728 0.2229 -1.9612 0.1 0.0 -0.2 -0.2490
C 2.9290 -0.8971 2.9077 -0.1 0.0 0.0 -0.2296
C 1.4824 -1.4036 2.7626 -0.2 0.3 0.5 -0.2495
C 0.6004 0.6725 -0.5580 0.0 0.7 -0.5 -0.1598
C -0.0313 1.3619 0.5350 0.1 0.2 -0.1 0.6696
O -0.2619 0.9331 1.6530 0.0 0.1 0.2 -0.6628
H -2.8400 -1.8107 -1.8986 0.1 0.1 -0.1 0.2026
H -4.3671 -2.4931 -2.4886 0.0 0.0 -0.1 0.1948
H -3.1164 -3.5456 -1.8224 0.1 -0.1 -0.1 0.2143
H -4.9818 -3.1681 -0.1846 0.1 0.0 0.1 0.1855
H -3.3888 -2.6633 0.4024 -0.1 -0.1 0.0 0.2039
H -6.5592 -1.6616 -0.6864 0.0 0.0 0.1 0.1935
H -6.5083 -0.1323 0.1920 -0.1 -0.1 -0.1 0.1834
H -6.9444 0.1630 -2.2345 -0.1 0.1 -0.1 0.2114
H -5.4885 1.0111 -1.7259 0.1 0.1 -0.1 0.2067
H -5.3580 -0.5053 -2.6203 0.1 0.0 -0.1 0.2035
H -3.4867 0.3912 -0.8018 0.1 0.0 0.0 0.1663
H -2.7984 -0.5704 0.5208 -0.1 0.1 -0.1 0.2364
H -4.5349 0.5006 2.0656 0.0 0.0 -0.1 0.2045
H -4.8664 1.6647 0.7542 0.0 -0.1 0.1 0.2213
H -2.2101 1.2314 1.9640 0.0 0.3 -0.1 0.4286
H -0.8839 3.1184 2.1966 0.0 0.1 -0.1 0.2409
H -1.1412 4.4577 1.0273 0.0 -0.1 0.0 0.2306
H -0.3418 4.3047 -1.0771 -0.1 0.1 0.2 0.2040
H 1.9123 -2.2738 -3.5109 0.0 -0.1 -0.1 0.2304
H 1.5932 -3.0743 -1.9571 0.1 0.0 -0.2 0.2778
H 3.1714 -2.3241 -2.2841 0.1 0.0 0.0 0.2261
H 2.9624 -3.5415 2.1070 -0.1 0.0 -0.1 0.2019
H 2.4266 -3.5879 0.4214 0.3 -0.1 0.1 0.2439
H 3.6691 -1.6901 -0.1801 0.0 -0.1 0.1 0.2302
H 4.7071 -2.2860 1.1214 -0.1 -0.1 -0.1 0.1918
H 2.1934 1.4688 2.5410 -0.1 -0.1 0.1 0.2127
H 2.1488 3.6967 1.6257 -0.1 0.1 0.1 0.2103
H 3.2812 4.1845 -0.5346 0.0 0.1 -0.1 0.2166
H 4.5074 2.4118 -1.6661 0.1 0.0 -0.1 0.2230
H 4.9322 0.5110 -2.8017 0.0 0.0 0.0 0.1770
H 6.1053 -0.6937 -2.2133 0.0 0.1 0.0 0.1990
H 6.2991 1.0170 -1.7636 0.0 0.0 0.0 0.1820
H 2.9738 -0.0121 3.5391 0.0 -0.1 0.0 0.2231
H 3.5426 -1.6690 3.3851 0.0 0.1 0.1 0.1963
H 1.1768 -1.9457 3.6658 0.0 0.1 0.0 0.1961
H 0.7796 -0.5887 2.5929 0.1 0.0 0.2 0.2639